1.
{"formula": "C46H50FN6O5Ru", "method": "ωB97M-V with the def2-TZVPD basis set", "symbols": ["Ru", "N", "C", "C", "C", "N", "C", "C", "N", "C", "H", "H", "H", "H", "H", "H", "H", "H", "H", "H", "H", "H", "H", "H", "H", "H", "C", "C", "C", "C", "C", "C", "C", "F", "C", "C", "C", "O", "C", "C", "N", "C", "C", "O", "O", "H", "H", "H", "H", "H", "H", "H", "H", "H", "H", "H", "C", "O", "C", "C", "C", "C", "C", "C", "N", "C", "C", "C", "C", "C", "C", "C", "O", "H", "H", "H", "H", "H", "H", "H", "H", "H", "H", "H", "H", "H", "C", "C", "C", "C", "C", "C", "N", "C", "C", "C", "C", "C", "C", "H", "H", "H", "H", "H", "H", "H", "H", "H", "H"], "coordinates": [[-1.19144, -0.03849, 0.45070], [-2.52204, -2.36224, -1.16049], [-3.82641, -2.97856, -0.76990], [-4.91653, -1.91072, -0.74039], [-4.80471, -0.90396, 0.41205], [-3.70889, 0.08311, 0.20829], [-4.63151, -1.62503, 1.74756], [-3.50290, -2.65539, 1.76162], [-2.18137, -1.95481, 1.78002], [-3.64414, -3.64236, 0.59286], [-2.55034, -1.57095, -1.83676], [-1.82212, -3.02986, -1.47322], [-2.17447, -1.90121, -0.30658], [-4.06798, -3.72560, -1.52249], [-5.86918, -2.43186, -0.62882], [-4.95791, -1.38799, -1.70259], [-5.75591, -0.37066, 0.44512], [-3.86690, 0.86418, 0.83700], [-3.74467, 0.46538, -0.73355], [-5.56556, -2.13918, 1.98719], [-4.46780, -0.88840, 2.54293], [-3.60262, -3.24196, 2.67495], [-1.40402, -2.59786, 1.91296], [-2.15138, -1.34956, 2.58723], [-4.51678, -4.26944, 0.78745], [-2.77859, -4.31176, 0.56368], [2.19018, 2.26969, -6.43388], [2.00855, 3.10299, -5.17039], [3.21574, 3.95314, -4.80872], [4.40639, 3.06645, -4.46942], [4.03132, 2.07408, -3.39024], [4.98539, 1.54749, -2.55431], [4.62525, 0.64917, -1.55503], [5.59579, 0.16953, -0.76110], [3.33600, 0.26710, -1.34569], [2.33285, 0.81292, -2.15817], [0.92981, 0.47173, -1.90277], [0.62750, -0.30191, -0.94079], [-0.01322, 1.04251, -2.79500], [0.41660, 1.87503, -3.80050], [1.68221, 2.21207, -4.01394], [2.68545, 1.69630, -3.19161], [-1.48411, 0.78048, -2.75193], [-2.20069, 1.20979, -3.63813], [-1.91658, 0.08922, -1.72731], [2.43062, 2.91939, -7.27867], [1.27222, 1.72847, -6.67109], [2.99232, 1.53723, -6.31972], [1.14589, 3.75292, -5.29691], [2.96594, 4.57704, -3.94589], [3.44497, 4.61863, -5.64100], [5.25020, 3.66803, -4.13195], [4.74235, 2.53414, -5.36282], [6.02638, 1.83061, -2.66452], [3.07519, -0.41549, -0.55017], [-0.32244, 2.28425, -4.47937], [3.94723, -3.26017, -0.61864], [2.99990, -3.07525, 0.44354], [1.79495, -3.65604, 0.29713], [1.27000, -4.03495, -0.93454], [0.06506, -4.71963, -1.00524], [-0.63469, -5.03234, 0.15315], [-0.13993, -4.61220, 1.37757], [1.05708, -3.92161, 1.45695], [1.61925, -3.68922, 2.75476], [2.30811, -2.66711, 3.22937], [2.42909, -1.32875, 2.83618], [3.58312, -0.67695, 3.37195], [3.87281, 0.61691, 3.09587], [2.97228, 1.33972, 2.28267], [1.83081, 0.77262, 1.79586], [1.47322, -0.58302, 2.06257], [0.34976, -1.11142, 1.70608], [4.87080, -2.81182, -0.27510], [3.62846, -2.75601, -1.52902], [4.09355, -4.32214, -0.81202], [1.82607, -3.83558, -1.84087], [-0.30390, -5.04438, -1.97137], [-1.51889, -5.65714, 0.10776], [-0.64687, -4.87918, 2.30127], [1.69929, -4.52861, 3.30874], [2.89793, -2.94737, 4.09856], [4.26143, -1.26003, 3.98805], [4.76648, 1.08558, 3.48709], [3.19004, 2.37633, 2.04853], [1.16337, 1.34891, 1.17809], [0.02891, 1.68578, 5.74651], [-0.86848, 0.68975, 5.37519], [-1.43082, 0.69799, 4.11101], [-1.11967, 1.71128, 3.20240], [-0.25358, 2.73647, 3.60187], [0.32571, 2.71179, 4.85912], [-1.62866, 1.67776, 1.88813], [-2.10236, 2.85878, 1.34938], [-2.63111, 3.88944, 2.16254], [-3.17490, 5.01988, 1.58372], [-3.19468, 5.16261, 0.19876], [-2.66997, 4.15887, -0.61729], [-2.14087, 3.02010, -0.05260], [0.48238, 1.66827, 6.73002], [-1.14681, -0.08171, 6.08300], [-2.18438, -0.03595, 3.85293], [-0.01516, 3.52554, 2.89884], [1.01477, 3.49669, 5.14842], [-2.63898, 3.76478, 3.23801], [-3.59819, 5.79304, 2.21425], [-3.62591, 6.05046, -0.24755], [-2.68002, 4.26879, -1.69535], [-1.72494, 2.25261, -0.69202]], "atomic_forces_ev_per_a": [[0.181, -0.092, -0.174], [-0.107, 0.071, -0.096], [-0.200, 0.020, 0.078], [0.148, 0.156, -0.064], [0.147, 0.021, 0.014], [-0.216, -0.172, 0.222], [0.065, 0.045, 0.017], [0.096, 0.216, -0.051], [-0.275, -0.355, -0.305], [0.173, -0.003, 0.067], [-0.132, 0.055, 0.061], [0.081, -0.219, 0.117], [0.252, -0.129, -0.044], [-0.031, -0.027, -0.061], [-0.002, 0.000, -0.018], [-0.011, -0.028, 0.072], [-0.070, 0.045, -0.006], [-0.084, 0.028, 0.057], [0.034, -0.034, -0.058], [0.011, 0.017, 0.006], [-0.048, -0.049, -0.026], [0.014, -0.055, 0.127], [-0.043, -0.012, -0.096], [0.007, 0.042, 0.176], [-0.022, 0.052, -0.018], [-0.363, 0.232, 0.060], [0.009, -0.051, 0.030], [0.071, -0.173, 0.033], [0.027, -0.049, 0.085], [-0.091, -0.080, 0.092], [0.008, 0.176, -0.164], [0.135, 0.024, -0.060], [0.142, 0.024, 0.025], [0.006, -0.087, 0.018], [-0.153, -0.006, 0.131], [-0.144, -0.068, -0.046], [-0.134, -0.267, 0.116], [0.421, 0.401, -0.060], [0.058, 0.041, 0.104], [0.113, 0.063, -0.158], [0.073, 0.133, -0.004], [-0.120, 0.074, -0.129], [-0.049, -0.076, 0.138], [-0.060, -0.102, 0.134], [0.017, 0.153, -0.223], [-0.018, -0.047, 0.083], [0.046, 0.030, -0.001], [-0.049, 0.048, -0.021], [-0.102, 0.017, 0.063], [0.007, 0.017, -0.047], [-0.001, -0.031, 0.010], [-0.011, -0.017, 0.015], [0.024, -0.017, 0.033], [-0.049, -0.031, 0.030], [-0.055, -0.008, 0.048], [0.013, 0.006, 0.006], [-0.077, 0.076, 0.065], [0.044, -0.011, 0.006], [0.101, 0.145, -0.070], [-0.091, -0.012, -0.105], [0.006, 0.002, 0.066], [0.128, -0.177, -0.155], [0.046, -0.192, 0.148], [0.015, 0.116, 0.240], [-0.078, 0.008, -0.338], [0.095, 0.120, -0.043], [-0.040, -0.083, 0.173], [0.056, -0.168, 0.118], [0.061, 0.189, -0.040], [0.087, -0.017, 0.015], [-0.179, -0.272, -0.081], [-0.010, -0.217, -0.035], [0.268, 0.436, 0.023], [0.079, 0.033, 0.075], [-0.033, 0.069, -0.035], [-0.001, -0.044, -0.011], [-0.061, 0.001, 0.066], [0.048, -0.068, 0.009], [0.135, 0.019, -0.024], [0.000, 0.018, -0.068], [-0.045, -0.095, 0.019], [-0.011, 0.006, -0.029], [-0.076, 0.036, -0.020], [-0.070, -0.022, -0.035], [-0.035, -0.038, -0.008], [-0.175, 0.155, -0.107], [-0.017, -0.047, 0.028], [-0.006, 0.026, 0.024], [-0.056, -0.036, -0.033], [-0.106, 0.067, -0.149], [0.085, -0.020, -0.054], [0.021, 0.023, -0.015], [0.144, 0.220, -0.171], [-0.027, -0.039, 0.252], [0.009, -0.037, -0.061], [0.008, -0.012, 0.014], [0.001, 0.008, -0.036], [-0.036, 0.088, 0.005], [-0.017, -0.019, 0.152], [-0.038, 0.013, -0.050], [0.031, 0.024, -0.041], [0.053, 0.017, 0.019], [0.045, -0.025, 0.038], [-0.050, -0.044, -0.026], [-0.041, 0.027, -0.062], [0.035, -0.053, -0.049], [0.029, -0.049, 0.030], [-0.010, -0.012, 0.066], [0.018, -0.052, -0.034]], "mulliken_charge": [0.29, 0.68, 0.43, -1.62, 0.03, -0.33, -1.82, 0.08, -0.45, -0.58, 0.33, 0.34, -0.48, 0.47, 0.55, 0.46, 0.45, 0.26, 0.13, 0.54, 0.50, 0.60, -0.47, -0.02, 0.67, -0.49, -1.30, -0.35, -1.02, -1.21, 0.71, -0.64, -0.86, -0.39, 0.14, -0.20, 0.13, -0.57, 0.09, -0.23, 0.12, -0.03, -0.30, -0.74, 0.48, 0.39, 0.39, 0.35, 0.49, 0.37, 0.42, 0.49, 0.36, 0.55, 1.35, 0.66, -1.17, -0.29, 1.24, -0.31, -1.74, -0.63, -0.29, -0.01, 0.08, -0.85, 1.04, -0.83, -1.41, -0.64, -0.49, 0.86, 0.79, 0.28, 0.40, 0.43, 0.45, 0.54, 0.80, 0.34, 0.36, 0.53, 0.44, 0.48, 0.54, 0.57, -0.62, -0.66, 0.00, -0.42, 0.34, -0.83, 1.01, -0.38, -0.29, -0.73, -0.62, -0.75, -0.17, 0.44, 0.50, 0.04, 0.56, 0.43, 0.52, 0.42, 0.44, 0.54, 0.48], "multiplicity": 6, "orbital_gap_ev": [7.4, 6.2], "mol_weight_da": 887.01, "homo_ev": [-12.59, -12.67], "total_charge": 2, "lumo_ha": [-0.1891, -0.2364]}

***

2.
{"formula": "C46H51AsN5O2STi", "method": "ωB97M-V with the def2-TZVPD basis set", "symbols": ["Ti", "C", "C", "C", "C", "C", "N", "C", "C", "C", "N", "C", "C", "C", "C", "C", "C", "C", "C", "N", "C", "C", "C", "N", "C", "C", "C", "C", "O", "C", "O", "H", "H", "H", "H", "H", "H", "H", "H", "H", "H", "H", "H", "H", "H", "H", "H", "H", "H", "H", "H", "H", "H", "H", "H", "H", "H", "H", "H", "S", "C", "C", "C", "C", "C", "C", "As", "C", "C", "C", "C", "C", "C", "C", "C", "C", "C", "C", "C", "H", "H", "H", "H", "H", "H", "H", "H", "H", "H", "H", "H", "H", "H", "C", "C", "C", "C", "N", "H", "H", "H", "H", "H", "H", "H", "H", "H"], "coordinates": [[0.66767, -1.01782, 0.10967], [3.79987, -5.77969, 3.66495], [3.06773, -4.61580, 3.05045], [2.86168, -3.45696, 3.77209], [2.15823, -2.32530, 3.25429], [1.79892, -1.30546, 4.08126], [0.92987, -0.28886, 3.77703], [1.02414, 1.01933, 4.36526], [2.06219, 1.92672, 3.69416], [1.84077, 2.13541, 2.19463], [0.82582, 3.17139, 1.92601], [-0.47188, 3.17323, 2.01607], [-1.42968, 2.12216, 2.08484], [-2.65256, 2.44780, 2.71055], [-3.68358, 1.54920, 2.81711], [-4.97234, 1.88772, 3.51624], [-3.51221, 0.31391, 2.17488], [-2.37162, -0.03426, 1.47766], [-2.44464, -1.22856, 0.63930], [-1.59785, -1.62755, -0.22032], [-2.11555, -2.63216, -1.15864], [-1.12315, -3.66928, -1.65643], [0.21199, -3.06828, -2.08282], [0.99368, -2.68856, -0.92178], [1.53930, -3.71158, -0.22487], [1.98748, -3.62433, 1.07873], [2.59296, -4.71058, 1.73794], [1.79152, -2.29602, 1.78205], [0.38492, -1.99232, 1.64226], [-1.26250, 0.86105, 1.44766], [-0.19396, 0.58759, 0.80892], [3.82087, -5.70370, 4.75254], [4.83496, -5.82537, 3.31581], [3.32598, -6.72681, 3.40081], [3.18038, -3.41545, 4.80989], [2.16029, -1.30059, 5.10834], [0.47722, -0.38435, 2.88161], [1.28987, 0.91151, 5.42102], [0.03603, 1.48610, 4.33833], [3.04176, 1.45681, 3.80450], [2.11018, 2.89196, 4.20892], [1.57740, 1.20869, 1.69516], [2.75258, 2.50650, 1.72865], [1.22388, 4.09235, 1.80518], [-0.89568, 4.17354, 2.02717], [-2.76233, 3.43942, 3.13979], [-4.79704, 2.53484, 4.37534], [-5.47075, 0.98706, 3.87335], [-5.66389, 2.40336, 2.84663], [-4.33725, -0.39211, 2.18414], [-3.40816, -1.74526, 0.71341], [-2.47691, -2.05733, -2.01904], [-2.98433, -3.12960, -0.71394], [-1.59154, -4.18121, -2.50168], [-0.93819, -4.41941, -0.88373], [0.04842, -2.18068, -2.70452], [0.76834, -3.78879, -2.69310], [1.58840, -4.68560, -0.71512], [2.72321, -5.63950, 1.19102], [1.23753, 0.77573, -1.66661], [0.84477, 0.63251, -3.37476], [1.84751, 0.43519, -4.32817], [1.55393, 0.45818, -5.68092], [0.25305, 0.68707, -6.11088], [-0.75322, 0.87743, -5.17516], [-0.47261, 0.84114, -3.81225], [-1.82812, 1.01192, -2.41585], [-3.40776, 1.19050, -3.57454], [-4.11190, 2.36865, -3.79550], [-5.26639, 2.36910, -4.57070], [-5.72843, 1.19275, -5.13953], [-5.03164, 0.00986, -4.92897], [-3.88786, 0.01141, -4.14620], [-1.62827, 2.88565, -1.89081], [-0.59953, 3.70410, -2.34559], [-0.48416, 5.00883, -1.88490], [-1.39988, 5.51465, -0.97023], [-2.42746, 4.70284, -0.50743], [-2.52872, 3.39218, -0.95732], [2.86264, 0.27396, -3.98800], [2.34597, 0.30430, -6.40380], [0.02198, 0.71938, -7.16802], [-1.76597, 1.05591, -5.51298], [-3.75586, 3.30086, -3.37498], [-5.80091, 3.29665, -4.73523], [-6.62530, 1.19556, -5.74574], [-5.38203, -0.91405, -5.37221], [-3.35164, -0.91920, -3.98716], [0.11607, 3.31899, -3.06061], [0.31818, 5.63703, -2.25205], [-1.32124, 6.54100, -0.63151], [-3.15386, 5.08955, 0.19902], [-3.32585, 2.75833, -0.57849], [4.57763, -2.34846, 0.54907], [3.83876, -1.03630, 0.83501], [4.46101, -0.41534, 2.09584], [4.14444, -0.08879, -0.32031], [2.37191, -1.17770, 0.98897], [5.62665, -2.11193, 0.35400], [4.16932, -2.84737, -0.32843], [4.54003, -3.03486, 1.39389], [5.54569, -0.36195, 1.97484], [4.24298, -0.99557, 2.98953], [4.09383, 0.60317, 2.23388], [5.22456, 0.07190, -0.36896], [3.65568, 0.87640, -0.19031], [3.80357, -0.49968, -1.26860]], "atomic_forces_ev_per_a": [[0.901, -0.765, -1.312], [0.006, -0.002, -0.001], [0.000, 0.012, 0.014], [0.029, -0.013, 0.013], [-0.006, 0.047, 0.045], [0.030, -0.071, -0.034], [-0.064, 0.024, 0.039], [0.015, 0.023, -0.010], [0.043, -0.016, -0.016], [0.040, -0.010, -0.046], [-0.045, 0.053, 0.139], [0.028, -0.050, -0.154], [-0.004, 0.015, 0.103], [-0.026, -0.008, -0.016], [0.028, 0.022, 0.013], [-0.011, 0.014, 0.002], [0.051, -0.013, -0.051], [-0.052, 0.027, 0.077], [-0.017, -0.024, -0.079], [0.002, 0.036, 0.161], [0.024, 0.031, -0.043], [-0.001, 0.007, 0.034], [0.028, 0.063, -0.081], [-0.124, 0.094, 0.181], [-0.007, -0.082, 0.077], [-0.022, -0.005, 0.000], [0.033, -0.001, -0.024], [-0.052, -0.035, 0.078], [-0.023, -0.104, 0.334], [-0.004, -0.034, -0.118], [-0.528, 0.890, 0.672], [0.002, 0.000, -0.002], [-0.004, -0.006, 0.000], [-0.001, 0.001, 0.003], [0.008, -0.004, -0.006], [-0.002, -0.014, -0.003], [-0.003, -0.014, -0.057], [-0.007, -0.007, -0.006], [-0.010, 0.010, 0.006], [-0.033, 0.019, 0.018], [0.000, 0.010, -0.004], [-0.016, 0.011, 0.040], [-0.002, -0.004, -0.013], [-0.009, 0.005, 0.026], [0.001, 0.030, -0.014], [0.002, -0.006, 0.010], [-0.006, 0.006, -0.005], [0.002, 0.002, 0.010], [-0.005, -0.009, -0.002], [-0.006, -0.002, -0.007], [-0.012, 0.011, -0.034], [0.033, 0.009, -0.007], [-0.026, 0.011, -0.040], [-0.010, -0.008, 0.007], [0.012, -0.001, 0.001], [0.015, -0.026, -0.018], [0.001, -0.006, 0.018], [0.045, 0.034, -0.047], [-0.004, 0.000, 0.005], [-0.133, 0.032, 0.080], [-0.013, -0.122, -0.030], [-0.013, -0.040, 0.028], [-0.012, -0.004, -0.025], [0.006, -0.013, 0.003], [-0.013, -0.044, 0.007], [0.015, 0.107, 0.006], [-0.003, -0.004, -0.066], [-0.027, -0.005, 0.044], [0.024, 0.023, -0.069], [0.010, 0.017, -0.003], [-0.007, -0.007, -0.007], [-0.009, -0.014, -0.018], [-0.021, 0.027, 0.034], [0.046, -0.019, 0.035], [-0.035, 0.004, 0.002], [-0.005, 0.007, -0.011], [0.003, 0.015, 0.013], [-0.002, -0.007, 0.024], [-0.011, -0.023, 0.021], [-0.002, 0.005, 0.002], [-0.004, 0.001, 0.001], [0.001, 0.002, 0.002], [-0.010, 0.011, -0.009], [-0.006, -0.003, 0.012], [0.000, -0.001, 0.000], [0.001, 0.000, 0.002], [-0.001, 0.002, 0.000], [-0.003, -0.008, 0.003], [0.018, -0.011, -0.004], [0.000, -0.001, 0.004], [0.003, -0.010, 0.000], [0.005, -0.003, -0.009], [0.002, 0.002, -0.002], [-0.021, -0.007, 0.014], [0.009, 0.106, 0.034], [0.014, 0.017, 0.005], [-0.013, -0.022, -0.011], [0.030, -0.167, 0.075], [-0.008, -0.008, 0.010], [-0.006, -0.006, -0.015], [-0.016, -0.011, 0.004], [0.000, 0.014, -0.004], [0.018, 0.003, -0.020], [0.004, -0.033, -0.008], [-0.020, 0.005, -0.006], [-0.018, 0.022, 0.001], [-0.015, -0.003, -0.021]], "mulliken_charge": [-1.01, -1.77, 0.64, -0.81, -0.19, -0.28, 0.50, -1.03, -0.84, -0.04, 0.12, -1.19, 0.76, -0.66, -0.08, -1.65, -0.76, 0.76, -0.89, 0.83, -0.61, -0.80, -0.72, 1.04, -0.59, 0.59, -0.93, 1.22, -0.71, 0.67, 1.47, 0.38, 0.29, 0.38, 0.31, 0.38, -0.35, 0.53, 0.30, 0.38, 0.52, -0.15, 0.42, 0.42, 0.54, 0.51, 0.41, 0.40, 0.29, 0.48, 0.27, -0.09, 0.57, 0.51, 0.35, -0.08, 0.46, 0.41, 0.38, -0.49, 0.22, -0.80, -0.69, -0.74, -0.81, 0.31, -0.09, -0.06, -0.32, -0.72, -0.48, -0.84, -0.02, -0.02, -0.32, -0.80, -0.58, -0.89, 0.18, 0.48, 0.35, 0.37, 0.40, 0.32, 0.40, 0.37, 0.40, 0.29, 0.41, 0.43, 0.38, 0.46, 0.51, -1.81, 1.28, -1.34, -1.99, 1.04, 0.62, 0.24, 0.24, 0.60, 0.24, -0.02, 0.53, 0.21, 0.31], "de_lowest_kcal_mol": 38.50, "multiplicity": 2, "orbital_gap_ev": [4.0, 5.4], "mol_weight_da": 860.80, "homo_ev": [-5.03, -6.43], "total_charge": 0, "lumo_ha": [-0.0385, -0.0385]}